The following is a quantum chemistry calculation of a cluster of 2 separate species, C4H11NO3 in total at a distorted geometry, from OMol25.

## Properties
- HOMO (eV) = -9.72
- E_LUMO (eV) = 0.799
- HOMO-LUMO gap (eV) = 10.52
- ΔE to the lowest compared entry with this formula, charge and spin (eV) = 1.0365
- structure (SMILES) = CC(C)NC(=O)O.O

The geometry in ORCA input format:
```
! RIJCOSX wB97M-V def2-TZVPD def2/J DEFGRID3
* xyz 0 1
C 0.93655 0.63006 1.81849
C 1.39374 -0.21409 0.61322
C 1.45017 -1.77648 0.74913
N 0.76704 0.32446 -0.61636
C -0.59727 0.31097 -0.84161
O -1.52878 0.17870 -0.11736
O -0.67911 0.47857 -2.19515
H 1.68208 0.39308 2.62852
H -0.22000 0.35435 1.99354
H 1.13265 1.62971 1.71479
H 2.54757 0.01125 0.44387
H 0.45183 -2.19936 0.72614
H 2.00592 -1.79417 1.72545
H 1.99430 -2.21451 -0.03909
H 1.36527 0.46639 -1.40293
H -1.66234 0.51154 -2.54760
O -3.46406 1.07621 -1.82920
H -3.13396 0.69154 -1.01951
H -4.44161 1.14178 -1.80433
*
```


The following is a quantum chemistry calculation of a cluster of 2 separate species, CH2Br2ClOP in total at a distorted geometry, from OMol25.

## Properties
- HOMO (alpha / beta) (eV) = -9.86 / -8.52
- E_LUMO (alpha / beta) (eV) = -0.319 / -3.167
- HOMO-LUMO gap (alpha / beta) (eV) = 9.54 / 5.35
- ΔE to the lowest compared entry with this formula, charge and spin (eV) = 2.9550

The geometry in ORCA input format:
```
! RIJCOSX wB97M-V def2-TZVPD def2/J DEFGRID3
* xyz 0 1
C 1.86862 0.18225 -0.59369
O -2.33545 -0.63021 2.12361
P -1.40327 -0.32024 1.03868
Cl 1.38473 1.75590 -0.56354
Br -1.40450 -1.73732 -0.70673
Br -1.94721 1.48642 -0.11435
H 1.69182 -0.33940 -1.41767
H 2.14526 -0.39741 0.23369
*
```


The following is a quantum chemistry calculation of a cluster of 14 separate species, C56H112O28 in total at a distorted geometry, from OMol25.

## Properties
- HOMO (eV) = -9.77
- E_LUMO (eV) = 0.468
- HOMO-LUMO gap (eV) = 10.23
- ΔE to the lowest compared entry with this formula, charge and spin (eV) = 1.3557

The geometry in ORCA input format:
```
! RIJCOSX wB97M-V def2-TZVPD def2/J DEFGRID3
* xyz 0 1
O 6.12579 -1.93014 3.53820
C 6.25227 -2.19970 2.33125
O 5.59247 -3.19793 1.68228
C 4.36738 -3.79906 2.21760
C 3.64454 -4.68481 1.15187
C 7.32323 -1.56015 1.48421
H 3.67998 -2.97835 2.42262
H 4.68392 -4.33580 3.11192
H 3.13602 -4.00024 0.47299
H 2.89482 -5.38293 1.52421
H 4.34469 -5.26436 0.55021
H 7.44937 -0.51744 1.77565
H 6.97432 -1.56531 0.45157
H 8.25389 -2.12401 1.54783
O -0.04182 2.28118 4.71504
C -0.36820 3.46467 4.90372
O -1.60315 3.95298 4.97459
C -2.67073 3.02409 4.81269
C -3.99315 3.83890 4.84736
C 0.68498 4.57089 5.05102
H -2.76306 2.27995 5.60378
H -2.47377 2.47740 3.89050
H -4.86866 3.21427 4.67007
H -3.94041 4.66545 4.13874
H -4.07054 4.29510 5.83427
H 0.90989 4.64000 6.11532
H 0.32600 5.54472 4.71803
H 1.55989 4.25496 4.48284
O 3.65564 -0.31737 0.97524
C 4.17638 -0.14266 -0.10339
O 4.30930 0.99025 -0.82931
C 3.96820 2.22183 -0.29132
C 4.43910 3.27259 -1.28756
C 4.40719 -1.33314 -1.02707
H 4.44526 2.39292 0.67369
H 2.89004 2.32235 -0.16655
H 4.07103 3.12331 -2.30261
H 5.52636 3.21337 -1.33699
H 4.21436 4.27355 -0.91923
H 4.48803 -2.26808 -0.47259
H 5.31878 -1.32414 -1.62459
H 3.56331 -1.39238 -1.71442
O -5.01581 5.53962 1.75940
C -5.52667 5.26857 0.64133
O -5.28869 4.16886 -0.13642
C -4.19302 3.33908 0.24627
C -4.40369 1.98758 -0.47999
C -6.66253 6.14898 0.13645
H -4.18639 3.17235 1.32342
H -3.24797 3.73628 -0.12418
H -3.52758 1.40697 -0.19119
H -4.52705 2.13987 -1.55222
H -5.31442 1.49142 -0.14457
H -6.46613 7.20594 0.31640
H -7.54488 5.78162 0.66047
H -6.84307 5.83735 -0.89233
O -4.06112 -3.87643 -5.90585
C -3.14015 -3.11970 -6.15664
O -3.20756 -1.95657 -6.76196
C -4.45813 -1.38381 -7.24113
C -4.80688 -1.87467 -8.62409
C -1.74448 -3.38637 -5.60185
H -4.46936 -0.29395 -7.22791
H -5.31265 -1.62581 -6.60921
H -5.12201 -2.91437 -8.71252
H -4.02247 -1.80424 -9.37764
H -5.63242 -1.24824 -8.96200
H -1.77799 -4.43183 -5.29529
H -1.54984 -2.74677 -4.74096
H -1.06460 -3.23626 -6.44050
O 3.12429 3.52324 7.14174
C 4.13784 3.13075 6.50621
O 4.19454 2.19738 5.53013
C 3.12635 1.39886 5.18523
C 3.49149 0.50423 4.00111
C 5.43350 3.86045 6.69469
H 2.21266 1.94599 4.95300
H 2.81151 0.83319 6.06216
H 2.76937 -0.27686 3.76332
H 4.48461 0.05582 4.02848
H 3.41756 1.12887 3.11091
H 6.31118 3.25492 6.46861
H 5.46989 4.31029 7.68687
H 5.33044 4.68327 5.98728
O 0.81737 -6.04786 -6.10542
C 0.89936 -6.63256 -5.04121
O 1.44974 -6.11552 -3.96330
C 2.08943 -4.87593 -4.00295
C 2.85392 -4.76280 -2.70930
C 0.29973 -8.02651 -4.83541
H 1.28168 -4.14460 -3.97440
H 2.61916 -4.76099 -4.94861
H 2.37593 -5.25911 -1.86473
H 2.96070 -3.70472 -2.47018
H 3.87174 -5.15204 -2.73423
H 0.04247 -8.39100 -5.82992
H -0.52517 -8.01916 -4.12295
H 1.09470 -8.63050 -4.39802
O -1.04763 1.29275 -3.51653
C -0.46358 2.27210 -3.04308
O -1.01133 3.50449 -2.86641
C -2.36440 3.84055 -3.01260
C -2.73137 4.38605 -4.40793
C 1.00745 2.27521 -2.85522
H -2.60851 4.63316 -2.30530
H -2.99204 2.99660 -2.72640
H -2.45112 3.70733 -5.21347
H -2.20016 5.32027 -4.59001
H -3.80775 4.49701 -4.53903
H 1.29953 1.50954 -2.13651
H 1.32782 3.26638 -2.53422
H 1.48850 2.06247 -3.80991
O -0.85319 4.57558 0.24068
C -0.15293 5.10947 1.03656
O -0.52878 5.92396 1.97931
C -1.96374 6.15597 2.23656
C -2.01407 7.12181 3.40367
C 1.31867 4.90143 0.87544
H -2.43089 5.21777 2.53597
H -2.41918 6.62529 1.36454
H -1.55070 8.09898 3.26754
H -1.53231 6.68179 4.27681
H -3.05835 7.30565 3.65624
H 1.51654 4.82041 -0.19338
H 1.57087 4.03690 1.48951
H 1.91831 5.71708 1.27947
O 2.71102 -0.33183 -4.21159
C 2.85681 0.31009 -5.27032
O 1.92864 0.63333 -6.17366
C 0.59325 0.12203 -5.96292
C -0.53113 0.93068 -6.55196
C 4.19220 0.90461 -5.55366
H 0.40110 -0.02560 -4.90020
H 0.58128 -0.88952 -6.36877
H -0.54309 0.88077 -7.64075
H -0.42955 1.95623 -6.19697
H -1.50582 0.67283 -6.13774
H 4.09698 1.98843 -5.48760
H 4.59846 0.56964 -6.50804
H 4.90226 0.64074 -4.76989
O 2.50474 -4.83255 4.93160
C 2.63622 -3.59192 4.93287
O 1.97062 -2.78542 4.13885
C 1.08909 -3.33319 3.16650
C 0.83281 -2.17530 2.11468
C 3.41586 -2.95487 5.99800
H 0.11706 -3.46362 3.64215
H 1.61779 -4.15228 2.67898
H 0.05330 -2.43888 1.39984
H 1.74989 -1.96248 1.56534
H 0.52406 -1.27212 2.64104
H 4.31940 -2.48126 5.61405
H 3.70502 -3.67163 6.76660
H 2.80835 -2.19825 6.49456
O -3.95080 0.57760 2.95901
C -4.13855 -0.62172 3.12325
O -4.47350 -1.15315 4.30332
C -4.69071 -0.29793 5.46035
C -5.36665 -1.16076 6.55542
C -4.01770 -1.56546 1.96901
H -5.44480 0.41776 5.13288
H -3.81930 0.28349 5.76151
H -6.24562 -1.60932 6.09249
H -5.53365 -0.63338 7.49461
H -4.68839 -1.98797 6.76466
H -2.95335 -1.74320 1.81519
H -4.44750 -1.20451 1.03462
H -4.44559 -2.54819 2.16714
O -1.50921 -1.71116 -0.78626
C -0.44041 -1.23585 -1.03562
O 0.02207 -0.06698 -0.56139
C -0.70613 0.75901 0.28578
C 0.24409 1.41228 1.29389
C 0.59876 -1.91987 -1.94364
H -1.57415 0.32092 0.77844
H -1.16388 1.47133 -0.40062
H -0.25473 2.15175 1.92036
H 0.92259 2.01428 0.68945
H 0.94980 0.79446 1.84920
H 1.14495 -1.12925 -2.45812
H 0.13484 -2.52092 -2.72570
H 1.32977 -2.48308 -1.36354
O 0.12413 -4.66399 -0.36284
C -1.08216 -4.71032 -0.18414
O -2.00345 -5.08860 -1.05308
C -1.63873 -5.40751 -2.34994
C -2.81025 -6.11935 -3.14133
C -1.67899 -4.45114 1.15637
H -0.75595 -6.04492 -2.39995
H -1.31582 -4.49475 -2.85063
H -3.36302 -6.87894 -2.58854
H -2.47915 -6.50691 -4.10479
H -3.61018 -5.43669 -3.42799
H -0.88869 -4.66678 1.87542
H -2.62271 -4.97147 1.31986
H -2.03108 -3.42275 1.07542
*
```


The following is a quantum chemistry calculation of an isolated molecule of C5H9NOS at a distorted geometry, from OMol25.

## Properties
- HOMO (eV) = -9.52
- E_LUMO (eV) = 0.540
- HOMO-LUMO gap (eV) = 10.06
- ΔE to the lowest compared entry with this formula, charge and spin (eV) = 2.9523
- structure (SMILES) = O=C(S)C[C@@H]1CCN1

The geometry in ORCA input format:
```
! RIJCOSX wB97M-V def2-TZVPD def2/J DEFGRID3
* xyz 0 1
O 2.01234 -1.00314 0.32900
C 1.63964 0.05666 -0.19252
S 1.81614 0.48950 -1.97116
C 0.77629 1.07258 0.59503
C -0.67785 0.75155 0.57544
C -0.96112 -0.68059 0.96007
C -1.19663 -0.97955 -0.52657
N -1.46236 0.53862 -0.70131
H 2.29552 -0.69338 -2.11364
H 1.22840 0.91654 1.67399
H 1.00875 2.16404 0.36459
H -1.29136 1.53078 1.15836
H -2.00831 -0.77104 1.29013
H -0.24282 -1.29703 1.66050
H -0.10325 -1.22484 -1.01216
H -1.99980 -1.76387 -0.69118
H -0.83360 0.89317 -1.39858
*
```


The following is a quantum chemistry calculation of a cluster of 2 separate species, C12H10Si in total at a distorted geometry, from OMol25.

## Properties
- HOMO (eV) = -9.32
- E_LUMO (eV) = 0.552
- HOMO-LUMO gap (eV) = 9.87
- ΔE to the lowest compared entry with this formula, charge and spin (eV) = 1.6291
- structure (SMILES) = C#CC#C[SiH2]c1ccccc1.C#C

The geometry in ORCA input format:
```
! RIJCOSX wB97M-V def2-TZVPD def2/J DEFGRID3
* xyz 0 1
C 2.65346 2.50714 -3.85768
C 1.91794 2.27569 -2.94944
C 0.92545 2.07092 -1.99660
C -0.01317 1.94840 -1.21720
Si -1.10297 1.79045 0.31430
C -0.55451 0.21723 1.29897
C -1.36642 -0.45103 2.27279
C -0.93914 -1.59011 2.95793
C 0.27596 -2.10421 2.61108
C 1.08556 -1.51039 1.68654
C 0.71376 -0.27347 1.03542
H 3.27561 2.70368 -4.67703
H -1.15604 3.04416 0.98023
H -2.54934 1.26780 0.01849
H -2.29395 0.05694 2.57499
H -1.46851 -1.84728 3.88780
H 0.60860 -3.16149 2.85329
H 2.04114 -1.79417 1.68753
H 1.41597 0.24453 0.38281
C -1.17159 -1.06253 -2.91054
C -0.57041 -1.63562 -2.02063
H -1.72102 -0.47475 -3.60107
H -0.00636 -2.22191 -1.33199
*
```


The energy results, record by record, are as follows: -11959.0730; -165011.5635; -117220.5709; -19701.3511; -20476.9319 eV.